A molecular structure, C33H62N9O7P2RbS3Si at a distorted geometry, computed with ωB97M-V/def2-TZVPD.

Each line ends with the Löwdin charge.
Geometry (Å):
Rb: -1.4515 -0.6695 0.6344  0.459
C: -1.2732 -0.5062 4.9551  -0.095
N: -0.1035 0.0435 5.6730  -0.297
C: 0.9118 -0.9411 5.9620  -0.098
P: 0.3420 1.6200 5.5809  0.452
O: 1.7442 1.8387 6.0036  -0.277
O: 0.0745 2.1773 4.0751  -0.267
P: 0.8516 1.8385 2.6829  0.445
O: 0.8222 0.4633 2.2510  -0.311
N: 2.4625 2.2270 2.8192  -0.264
C: 2.8802 3.6385 2.8679  -0.097
C: 3.4236 1.2802 3.4018  -0.095
N: 0.1616 2.9055 1.6737  -0.272
C: -0.6902 3.9804 2.0679  -0.102
C: 0.2024 2.6402 0.2744  -0.119
N: -0.7736 2.4339 6.4667  -0.308
C: -0.4744 3.9041 6.6735  -0.066
C: -2.1320 2.0611 6.6780  -0.122
H: -1.8719 -1.1837 5.5449  0.074
H: -0.9062 -1.0540 4.0643  0.058
H: -1.9956 0.3343 4.5839  0.117
H: 0.4259 -1.8174 6.3450  0.077
H: 1.5509 -0.5411 6.8018  0.096
H: 1.4792 -1.1091 5.0898  0.065
H: 2.4858 4.1945 2.0267  0.065
H: 3.9348 3.6119 2.7993  0.054
H: 2.5988 4.2076 3.8211  0.099
H: 3.0217 0.3173 3.2357  0.054
H: 3.5884 1.4127 4.4695  0.068
H: 4.3550 1.3560 2.8699  0.070
H: -0.9909 3.8788 3.1264  0.083
H: -1.6031 4.0466 1.5226  0.064
H: -0.2341 4.9411 2.0002  0.066
H: 0.9449 1.8990 0.0464  0.051
H: 0.5322 3.5076 -0.2368  0.081
H: -0.7298 2.2850 -0.1061  0.058
H: 0.4523 4.1659 6.1718  0.066
H: -0.4274 4.1208 7.7472  0.088
H: -1.1542 4.4499 6.0952  0.056
H: -2.2910 0.9557 6.6570  0.077
H: -2.8138 2.5344 5.8573  0.125
H: -2.2991 2.5077 7.6355  0.065
S: -3.7981 1.6710 1.2859  0.339
C: -4.9858 0.8593 0.2780  -0.763
C: -5.9688 1.7416 -0.3007  -0.084
C: -7.0286 1.2530 -1.0338  -0.247
C: -8.0729 2.1349 -1.4010  -0.203
N: -8.7952 3.0299 -1.5598  0.120
C: -7.0740 -0.1113 -1.3176  -0.247
C: -6.1278 -0.9612 -0.7645  -0.086
C: -5.0883 -0.5415 0.1580  -0.751
S: -4.3293 -1.8700 1.0941  0.278
C: -7.9596 -0.6661 -2.2690  -0.211
N: -8.5841 -1.0235 -3.1906  0.115
H: -6.0833 2.7659 0.0230  0.094
H: -6.2138 -2.0257 -0.9424  0.087
C: 4.9755 0.6779 -0.5629  -0.198
O: 4.7539 -0.1815 -1.6414  -0.196
H: 4.6231 0.1676 0.3331  0.066
H: 4.5990 1.6568 -0.6557  0.043
H: 6.1171 0.8469 -0.5269  0.097
H: 3.7981 -0.3799 -1.7948  -0.051
N: 1.8918 -4.1496 -0.1578  0.098
C: 0.8563 -3.9888 0.8049  -0.363
C: 0.7973 -2.9836 1.7555  -0.121
N: -0.2731 -2.8352 2.5654  0.036
C: -1.2580 -3.7290 2.4950  -0.182
C: -1.1489 -4.8003 1.6404  -0.134
N: -0.1128 -4.9509 0.8005  0.121
H: 2.1789 -3.2193 -0.5221  -0.012
H: 1.5609 -4.6823 -0.9516  0.066
H: 1.5898 -2.2403 1.8618  0.105
H: -2.2418 -3.5868 2.9516  0.100
H: -2.0233 -5.4400 1.5380  0.106
C: -1.8169 -0.8042 -3.0198  -0.042
C: -1.2205 -2.1786 -3.2103  -0.617
C: -1.8513 -2.9209 -4.4146  -0.014
C: -1.4228 -2.9375 -1.9374  -0.072
O: 0.1966 -2.1297 -3.5494  -0.170
Si: 1.3261 -0.9903 -3.1474  -0.122
S: 1.6634 -0.9062 -1.1014  0.382
O: 2.7533 -1.2916 -3.9625  -0.167
C: 3.1596 -2.4936 -4.5400  -0.656
C: 3.0790 -3.6996 -3.5947  -0.044
C: 4.6098 -2.1688 -4.8511  -0.031
C: 2.3225 -2.7582 -5.8297  -0.009
O: 0.7215 0.4004 -3.7631  -0.158
C: 1.2100 1.7503 -3.8569  -0.589
C: 2.5163 1.9228 -3.1413  -0.057
C: 0.0538 2.6322 -3.2440  -0.010
C: 1.3153 2.1549 -5.3625  -0.029
H: -2.8627 -0.8758 -2.6288  0.114
H: -1.9341 -0.3192 -3.9660  0.076
H: -1.1998 -0.1622 -2.3614  0.058
H: -2.8186 -3.4420 -4.1985  0.101
H: -1.0902 -3.6049 -4.7123  0.061
H: -1.9941 -2.2955 -5.2821  0.072
H: -2.4663 -3.0679 -1.7043  0.082
H: -0.7834 -2.4635 -1.2073  -0.007
H: -1.0808 -4.0103 -2.0585  0.110
H: 3.6090 -3.6572 -2.6148  0.088
H: 3.5487 -4.5872 -4.1706  0.105
H: 2.0319 -3.9456 -3.3236  0.070
H: 4.9839 -1.5878 -3.9952  0.088
H: 4.5796 -1.6729 -5.7950  0.066
H: 5.3191 -3.0055 -4.9255  0.079
H: 1.2807 -2.8575 -5.5604  0.061
H: 2.5720 -3.6717 -6.3074  0.069
H: 2.3398 -1.8780 -6.4146  0.071
H: 2.2482 1.8477 -2.0662  0.062
H: 3.0085 2.8998 -3.1549  0.091
H: 3.2447 1.1297 -3.3673  0.077
H: -0.1923 2.2402 -2.2646  0.054
H: -0.8372 2.5197 -3.9308  0.106
H: 0.1827 3.6702 -3.2016  0.054
H: 2.2729 1.7938 -5.7870  0.085
H: 1.2858 3.2607 -5.4258  0.083
H: 0.5315 1.7667 -5.9519  0.056

**HOMO energy**: -1.602 eV
**F_max**: 2.82 eV Å⁻¹
**Relative energy (zero: lowest compared OMol25 entry of this formula, charge and spin)**: 41.8 kJ/mol
**Net charge**: -2
**Total energy**: -4505.410350 a.u.
**M**: 968.6 g mol⁻¹
**Kohn-Sham gap**: 5.1270 eV